Record 1
50
Properties=species:S:1:pos:R:3 method="wB97M-V/def2-TZVPD" orbital_gap_ev=8.48 relative_energy_ev=0.953 fmax_ha_per_bohr=0.01558 spin_multiplicity=1 total_energy_ev=-36939.629
C -5.3513 -2.3010 -0.1630
C -4.7213 -1.4418 0.9277
N -3.7979 -0.4615 0.3717
C -4.3048 0.8041 0.1809
O -5.4465 1.0838 0.4753
C -3.3771 1.8532 -0.3993
O -3.7155 3.0028 -0.5558
N -2.1307 1.4171 -0.7382
C -1.6601 0.1356 -0.5530
C -0.3614 -0.1900 -0.9180
C 0.1366 -1.4614 -0.6864
C 1.5464 -1.7262 -1.1052
O 1.9108 -1.5168 -2.2464
N 2.3921 -2.2105 -0.1556
C 2.1497 -2.1731 1.2691
C 3.1559 -1.1787 1.9060
N 3.5750 -0.1906 0.9442
C 2.7894 0.9222 0.7038
C 1.5234 1.1035 1.2746
C 0.7747 2.2439 1.0484
C 1.2488 3.2537 0.2320
C 2.5111 3.1239 -0.3226
C 3.2595 1.9949 -0.0707
F 4.5168 1.9641 -0.5842
C 4.3646 -0.7912 -0.1206
C 3.8088 -2.1932 -0.4626
C -0.6995 -2.4268 -0.1336
C -2.0033 -2.1180 0.2019
C -2.5076 -0.8286 0.0184
H -4.5942 -2.8310 -0.7365
H -5.9219 -1.6714 -0.8410
H -6.0252 -3.0260 0.2850
H -5.5035 -0.8722 1.4349
H -4.1971 -2.0501 1.6670
H -1.4974 2.1017 -1.1367
H 0.2683 0.5572 -1.3758
H 2.2938 -3.1759 1.6881
H 1.1214 -1.8645 1.4543
H 2.7283 -0.6936 2.7830
H 4.0563 -1.7120 2.2254
H 1.1015 0.3404 1.9076
H -0.1967 2.3338 1.5120
H 0.6593 4.1367 0.0439
H 2.9397 3.9003 -0.9366
H 4.3119 -0.1732 -1.0131
H 5.4115 -0.8629 0.1947
H 4.2958 -2.9776 0.1208
H 3.9360 -2.4003 -1.5248
H -0.3347 -3.4313 0.0182
H -2.6233 -2.8963 0.6127

Record 2
11
Properties=species:S:1:pos:R:3 method="wB97M-V/def2-TZVPD" orbital_gap_ev=7.06 relative_energy_ev=1.109 fmax_ha_per_bohr=0.07645 spin_multiplicity=1 total_energy_ev=-15070.297 charge=-1
S -2.7786 0.1959 -0.2326
H -3.5405 0.1171 -1.3600
C 1.0074 -0.3241 -0.3732
O -0.1281 -0.6455 -1.2806
C 0.7919 0.4672 0.9306
H 1.3714 -1.2339 0.0932
H 1.8375 0.1967 -0.9224
H -1.1075 -0.7092 -0.8141
H 0.0552 0.1120 1.5517
H 1.7735 0.2271 1.5587
H 0.7178 1.5967 0.8488

Record 3
20
Properties=species:S:1:pos:R:3 method="wB97M-V/def2-TZVPD" orbital_gap_ev=12.05 relative_energy_ev=1.473 fmax_ha_per_bohr=0.08564 spin_multiplicity=1 total_energy_ev=-14007.280 charge=+1
C -1.8617 0.5853 0.3401
C -1.8275 -0.7558 -0.4679
O -0.7480 -0.4824 -1.2787
C 0.2507 -0.1772 -0.4892
N -0.4792 0.9996 0.5044
O 0.6492 -1.0733 0.4805
C 2.0521 -0.9532 0.8056
C 2.5879 -0.0878 -0.3224
O 2.1010 1.2274 -0.2041
C 1.4703 0.4054 -1.1442
H -2.3857 1.3162 -0.1171
H -2.3255 0.3580 1.1872
H -1.6259 -1.6232 0.1644
H -2.7879 -0.9437 -1.0889
H -0.1109 1.9045 0.1332
H -0.2431 0.8139 1.4982
H 2.4986 -1.9517 0.7893
H 2.1314 -0.4653 1.7652
H 3.4495 -0.1225 -0.9149
H 1.3891 0.4755 -2.1647

Record 4
10
Properties=species:S:1:pos:R:3 method="wB97M-V/def2-TZVPD" orbital_gap_ev="8.47 / 5.69" relative_energy_ev=2.838 s2=0.753 fmax_ha_per_bohr=0.10033 spin_multiplicity=2 total_energy_ev=-11432.967 charge=+1
C -1.8964 0.4032 0.3045
C -1.0978 -0.2858 -0.5890
H -1.4868 -0.6540 -1.5411
H -0.1388 -0.6277 -0.1829
C -0.8071 1.6388 0.0162
O -0.6436 2.3932 -0.9291
Hg 0.3554 4.1043 -1.6662
H -0.2690 1.8261 0.9666
O -3.1547 0.6997 0.0078
H -3.7399 0.0238 0.3779

What did the third record say?
20
Properties=species:S:1:pos:R:3 method="wB97M-V/def2-TZVPD" orbital_gap_ev=12.05 relative_energy_ev=1.473 fmax_ha_per_bohr=0.08564 spin_multiplicity=1 total_energy_ev=-14007.280 charge=+1
C -1.8617 0.5853 0.3401
C -1.8275 -0.7558 -0.4679
O -0.7480 -0.4824 -1.2787
C 0.2507 -0.1772 -0.4892
N -0.4792 0.9996 0.5044
O 0.6492 -1.0733 0.4805
C 2.0521 -0.9532 0.8056
C 2.5879 -0.0878 -0.3224
O 2.1010 1.2274 -0.2041
C 1.4703 0.4054 -1.1442
H -2.3857 1.3162 -0.1171
H -2.3255 0.3580 1.1872
H -1.6259 -1.6232 0.1644
H -2.7879 -0.9437 -1.0889
H -0.1109 1.9045 0.1332
H -0.2431 0.8139 1.4982
H 2.4986 -1.9517 0.7893
H 2.1314 -0.4653 1.7652
H 3.4495 -0.1225 -0.9149
H 1.3891 0.4755 -2.1647